ORCA calculation (ωB97M-V/def2-TZVPD) on an isolated ion of composition C4H13N2S and charge +1 at a distorted geometry.

Output
- HOMO (Eh) = -0.4190
- net charge = +1
- SMILES = [NH3+]CCNCCS
- energy above the lowest of the compared OMol25 structures with the same formula, charge and spin (eV) = 2.570

Element x y z (Å)
N  -0.31  -0.76  0.18
N  2.64  -0.67  2.29
C  -1.73  -0.52  -0.03
H  -1.32  1.62  -0.29
H  0.37  -1.49  0.02
C  0.24  -0.18  1.40
H  2.12  -0.13  0.32
H  2.34  -1.65  2.33
S  -0.77  0.79  -2.44
H  2.66  -0.33  3.25
H  3.60  -0.78  1.94
H  -0.40  -0.44  -2.10
H  -2.34  -1.35  -0.35
H  0.01  -0.77  2.33
H  -0.27  0.75  1.66
H  1.86  1.16  1.48
H  -2.13  -0.26  0.96
C  -1.84  0.84  -0.82
C  1.75  0.09  1.33
H  -2.82  1.08  -1.20

***

ORCA calculation (ωB97M-V/def2-TZVPD) on a 2-piece molecular cluster, C10H22F3N3O4P overall at a distorted geometry.

Output
- HOMO (Eh) = -0.4341
- net charge = +1

Element x y z (Å)
H  0.78  -4.25  5.34
H  -0.15  -0.60  -0.38
F  -0.89  2.25  -1.09
N  1.47  1.94  -4.36
H  1.60  1.17  -3.68
H  2.26  -0.02  1.43
C  0.78  -0.90  0.12
H  1.48  -1.22  -0.65
C  2.33  3.03  -3.78
F  -0.97  4.49  -1.40
H  1.82  2.81  -1.56
P  -0.39  -1.75  2.38
H  2.15  3.95  -4.43
H  -2.29  -1.23  0.11
H  -3.19  -2.24  2.16
H  -1.90  -2.81  -0.57
H  -1.66  2.79  -5.13
H  0.44  -2.93  6.48
H  3.44  2.85  -3.67
H  -3.60  -2.32  -0.37
O  -1.17  -1.34  3.62
C  1.50  3.46  -2.45
H  -3.10  -3.85  1.45
O  -1.30  -3.07  1.97
N  -0.91  2.11  -4.96
H  -0.93  1.21  -5.47
C  -0.98  3.25  -2.06
F  -2.23  3.14  -2.66
H  0.65  0.67  1.62
C  0.37  -3.24  5.43
C  -2.60  -2.28  0.08
C  0.08  2.42  -4.15
H  1.68  4.56  -2.20
H  0.90  -1.24  4.78
C  -2.61  -2.87  1.47
H  1.62  1.09  0.20
H  -0.69  -3.31  5.17
N  0.14  3.28  -3.00
C  1.37  0.28  0.88
O  0.53  -2.03  0.95
C  1.12  -2.28  4.53
H  2.20  -2.42  4.68
O  0.84  -2.54  3.16

***

ORCA calculation (ωB97M-V/def2-TZVPD) on a 2-piece molecular cluster, CHN2OS overall at a distorted geometry.

Output
- HOMO (spin up / spin down) (Eh) = -0.1644 / -0.0980
- net charge = -1
- energy above the lowest of the compared OMol25 structures with the same formula, charge and spin (eV) = 3.106

Element x y z (Å)
S  -0.11  -1.06  -0.16
N  4.04  -0.28  0.29
N  3.14  1.90  -0.29
H  -0.86  0.04  -0.14
O  4.83  -1.12  -0.24
C  3.62  0.84  -0.18

***

ORCA calculation (ωB97M-V/def2-TZVPD) on C32H39BGaN6O5S3 as an isolated structure at a distorted geometry.

Output
- HOMO (Eh) = -0.3626
- net charge = +1

Element x y z (Å)
C  6.74  -1.28  -3.26
H  0.07  5.00  0.80
C  0.41  -2.40  -0.95
H  1.68  2.89  -4.30
C  -1.96  1.08  -2.48
H  -2.18  -1.92  4.51
N  -0.46  -1.62  1.15
Ga  3.13  -0.76  -1.41
O  4.09  -2.46  -1.15
C  3.62  0.91  3.59
H  -4.03  -2.65  2.90
H  0.96  5.12  3.19
H  -1.23  -4.83  0.71
O  8.23  -3.22  -3.45
N  0.21  -1.45  -0.01
C  -0.83  -3.86  0.46
H  -4.76  -0.92  -2.59
C  5.47  -1.22  -2.54
C  5.20  -2.37  -1.84
C  2.45  1.24  2.74
H  -0.49  -2.29  4.14
C  0.72  1.52  -2.10
H  -1.29  -0.93  3.34
O  4.59  -0.23  -2.50
C  -1.90  -2.89  2.60
C  -1.29  2.09  -3.23
H  1.10  -4.73  -2.11
H  -3.90  2.51  -1.33
H  -5.20  1.33  -1.45
C  -4.03  1.38  -3.89
C  7.26  -2.71  -2.97
O  7.30  -0.45  -3.92
H  3.88  1.74  4.24
H  -1.12  3.76  0.36
N  1.05  0.79  0.88
C  2.16  0.48  1.58
N  -0.02  0.65  -1.40
H  0.18  3.81  -4.60
C  -1.43  -1.94  3.72
H  -0.71  5.47  3.61
C  6.28  -3.36  -1.98
H  -1.59  2.42  3.85
S  2.40  1.59  -1.84
N  -1.31  0.38  -1.59
C  0.11  -4.81  -1.66
C  -1.01  -2.78  1.38
H  -3.78  0.98  -0.46
C  -0.50  3.69  2.45
C  -3.69  -0.72  -2.57
H  -1.61  5.16  1.32
H  -2.21  2.37  2.19
H  -3.50  1.01  -4.77
C  -0.12  -3.70  -0.69
O  6.41  -4.43  -1.45
H  -1.84  2.65  -3.97
S  3.15  -0.81  1.03
H  1.18  4.13  -3.16
N  0.24  1.83  1.13
C  -1.79  3.02  2.96
C  0.81  3.35  -3.83
H  -5.07  1.07  -3.97
S  1.27  -2.01  -2.37
C  0.49  2.57  2.17
C  -3.30  -2.46  2.12
C  -1.95  -4.32  3.13
H  -0.62  -4.77  -2.47
H  -2.49  -4.99  2.46
C  1.60  2.28  3.01
H  0.02  -5.77  -1.16
B  0.57  -0.04  -0.24
H  -3.27  -1.17  -1.67
H  -3.24  -1.20  -3.44
H  -2.48  -4.33  4.09
C  -4.12  1.45  -1.38
H  -3.31  -1.40  1.87
C  -3.45  0.79  -2.60
H  1.81  2.92  3.87
C  -0.81  4.45  1.15
H  -0.95  -4.72  3.30
C  0.04  2.33  -3.06
H  -3.60  -3.03  1.23
H  4.48  0.63  2.99
H  0.15  4.20  4.47
C  0.02  4.67  3.49
H  -2.52  3.78  3.22
H  -4.01  2.47  -3.88
H  3.38  0.05  4.22